# 1
{"formula": "C16H32As3N4RhSbSe5", "method": "ωB97M-V/def2-TZVPD", "species": ["Rh", "C", "As", "C", "C", "C", "C", "C", "As", "C", "C", "C", "As", "C", "C", "H", "H", "H", "H", "H", "H", "H", "H", "H", "H", "H", "H", "H", "H", "H", "H", "H", "H", "H", "H", "H", "H", "H", "H", "H", "H", "H", "N", "C", "C", "N", "C", "C", "N", "H", "H", "H", "H", "H", "Se", "C", "N", "Se", "Sb", "Se", "Se", "Se"], "xyz": [[-0.005, 1.707, -1.008], [1.993, 1.860, 2.054], [0.262, 1.355, 1.309], [-0.868, 2.381, 2.539], [-0.020, -0.357, 2.320], [-1.083, -1.307, 1.977], [-2.484, -0.670, 2.257], [-1.110, -1.819, 0.486], [-1.059, -0.503, -0.969], [-2.917, -0.545, -1.616], [-0.176, -1.597, -2.534], [-1.071, -2.479, 2.997], [0.497, -3.460, 3.871], [2.187, -2.453, 3.730], [0.849, -4.784, 2.379], [2.145, 1.432, 3.086], [1.933, 2.950, 2.139], [2.826, 1.549, 1.408], [-0.643, 2.010, 3.550], [-1.888, 2.211, 2.341], [-0.659, 3.450, 2.574], [-0.101, -0.165, 3.412], [0.972, -0.830, 2.297], [-2.701, 0.254, 1.625], [-2.729, -0.324, 3.264], [-3.165, -1.470, 1.980], [-1.886, -2.528, 0.234], [-0.148, -2.317, 0.252], [-3.553, -0.593, -0.729], [-3.075, -1.468, -2.202], [-3.067, 0.430, -2.116], [-0.346, -2.681, -2.333], [0.894, -1.293, -2.434], [-0.672, -1.289, -3.479], [-1.683, -3.387, 2.729], [-1.580, -2.127, 3.883], [2.081, -1.383, 4.092], [2.502, -2.368, 2.670], [2.888, -3.019, 4.401], [-0.098, -4.966, 1.845], [1.275, -5.706, 2.770], [1.566, -4.412, 1.634], [2.532, 1.132, -5.651], [1.411, 1.660, -5.090], [1.177, 1.433, -3.722], [0.024, 1.719, -3.127], [-0.944, 2.231, -3.940], [-0.724, 2.449, -5.324], [0.454, 2.259, -5.818], [3.190, 0.663, -5.043], [2.779, 1.455, -6.584], [1.938, 0.906, -3.147], [-1.828, 2.591, -3.408], [-1.545, 2.791, -5.996], [4.028, -2.633, 0.355], [2.928, -1.172, -0.071], [2.027, -0.419, -0.307], [-2.270, 2.665, -0.299], [-0.659, 4.897, -0.386], [-0.692, 5.869, 1.823], [-1.452, 6.399, -2.156], [1.541, 3.815, -0.793]], "mulliken_charge": [-0.153, -1.226, 1.466, -1.177, -1.248, 2.790, -1.695, -1.857, 1.082, -1.156, -1.140, -2.376, 0.361, -0.418, -0.854, 0.358, 0.425, 0.383, 0.466, 0.538, -0.115, 0.777, -0.440, 0.054, 0.435, 0.542, 0.689, 0.406, 0.384, 0.389, 0.316, 0.450, 0.189, 0.342, 0.549, 0.607, 0.199, -0.390, 0.406, 0.256, 0.396, 0.121, -0.388, 0.513, -0.317, 0.555, -0.537, -0.449, -0.562, 0.205, 0.269, 0.133, 0.389, 0.366, 0.181, 0.123, -0.240, -0.235, 0.938, -0.190, -0.439, -0.449], "e_above_lowest_kj_mol": 0.0, "lumo_energy_ev": [-3.76, -6.45], "homo_lumo_gap_ev": [6.63, 3.90], "multiplicity": 5, "total_charge": 1}


# 2
{"formula": "C16H32AsF6O8S4", "method": "ωB97M-V/def2-TZVPD", "species": ["As", "F", "F", "F", "F", "F", "F", "C", "C", "C", "S", "O", "O", "C", "H", "H", "H", "H", "H", "H", "H", "H", "C", "C", "C", "S", "O", "O", "C", "H", "H", "H", "H", "H", "H", "H", "H", "C", "C", "C", "S", "O", "O", "C", "H", "H", "H", "H", "H", "H", "H", "H", "C", "C", "C", "S", "O", "O", "C", "H", "H", "H", "H", "H", "H", "H", "H"], "xyz": [[-24.938, -9.378, 7.995], [-25.107, -10.713, 6.878], [-23.696, -8.688, 6.914], [-24.753, -8.019, 9.084], [-26.211, -10.015, 9.024], [-23.718, -10.268, 8.841], [-26.137, -8.386, 7.189], [-28.327, -11.829, 6.843], [-29.756, -11.481, 6.503], [-30.631, -11.859, 7.697], [-29.963, -13.526, 8.087], [-30.646, -14.540, 7.292], [-29.801, -13.795, 9.500], [-28.280, -13.274, 7.361], [-28.055, -11.178, 7.681], [-27.603, -11.773, 6.036], [-30.030, -12.127, 5.661], [-29.731, -10.422, 6.250], [-31.708, -11.980, 7.617], [-30.448, -11.195, 8.544], [-28.121, -13.994, 6.563], [-27.700, -13.496, 8.252], [-21.659, -11.225, 5.220], [-23.062, -11.844, 5.184], [-23.015, -12.907, 4.101], [-22.059, -12.096, 2.722], [-22.998, -11.492, 1.789], [-21.050, -13.013, 2.274], [-21.280, -10.851, 3.789], [-20.876, -11.873, 5.614], [-21.669, -10.283, 5.771], [-23.780, -11.041, 5.042], [-23.339, -12.326, 6.121], [-23.971, -13.117, 3.625], [-22.432, -13.799, 4.311], [-21.721, -9.924, 3.417], [-20.215, -10.879, 3.571], [-21.023, -7.840, 7.713], [-19.535, -7.901, 8.136], [-18.787, -6.633, 7.687], [-19.692, -5.947, 6.268], [-18.872, -6.173, 5.085], [-20.183, -4.611, 6.598], [-21.070, -7.171, 6.321], [-21.662, -7.333, 8.432], [-21.385, -8.854, 7.565], [-19.010, -8.825, 7.898], [-19.615, -7.978, 9.226], [-17.761, -6.925, 7.494], [-18.892, -5.894, 8.478], [-20.838, -8.042, 5.705], [-22.041, -6.808, 5.998], [-24.248, -4.639, 8.571], [-24.238, -3.586, 7.465], [-25.559, -2.818, 7.623], [-26.728, -3.924, 8.558], [-27.987, -4.111, 7.841], [-26.747, -3.495, 9.937], [-25.579, -5.359, 8.468], [-24.050, -4.273, 9.575], [-23.475, -5.348, 8.256], [-24.265, -3.999, 6.457], [-23.418, -2.867, 7.428], [-26.097, -2.914, 6.670], [-25.607, -1.751, 7.817], [-25.572, -6.016, 7.603], [-25.722, -5.942, 9.374]], "mulliken_charge": [2.082, -0.513, -0.461, -0.499, -0.496, -0.485, -0.502, -0.201, -0.759, -0.742, 1.132, -0.656, -0.679, -0.761, 0.036, 0.367, 0.346, 0.358, 0.432, 0.354, 0.370, 0.388, 0.430, -0.399, -0.896, 1.178, -0.671, -0.672, -0.937, 0.450, -0.787, 0.235, 0.330, 0.457, 0.360, 0.402, 0.488, -0.077, -0.901, -0.633, 1.114, -0.696, -0.657, -0.481, 0.233, 0.050, 0.319, 0.373, 0.389, 0.371, 0.008, 0.556, -0.011, -0.599, -0.800, 1.064, -0.676, -0.657, -0.587, 0.456, -0.400, 0.255, 0.404, 0.325, 0.431, 0.370, 0.378], "e_above_lowest_kj_mol": 0.0, "lumo_energy_ev": 2.27, "homo_lumo_gap_ev": 10.32, "multiplicity": 1, "total_charge": -1}


# 3
{"formula": "C16H32BF4N7O2STl", "method": "ωB97M-V/def2-TZVPD", "species": ["Tl", "C", "C", "N", "C", "C", "N", "C", "C", "C", "N", "C", "C", "N", "C", "H", "H", "H", "H", "H", "H", "H", "H", "H", "H", "H", "H", "H", "H", "H", "H", "H", "H", "H", "H", "H", "H", "H", "H", "O", "N", "C", "C", "C", "C", "C", "S", "H", "H", "H", "H", "F", "B", "F", "F", "F", "N", "C", "N", "O", "H", "H", "H", "H"], "xyz": [[7.857, 8.266, 11.804], [7.782, 5.323, 16.423], [6.750, 6.427, 16.630], [6.381, 7.072, 15.325], [5.318, 8.112, 15.436], [5.690, 9.425, 16.088], [6.891, 10.007, 15.542], [7.046, 11.447, 15.840], [7.643, 11.672, 17.247], [8.959, 11.033, 17.328], [9.011, 9.593, 17.336], [10.277, 8.928, 17.566], [10.177, 7.391, 17.279], [9.584, 7.085, 16.004], [9.137, 5.736, 15.725], [7.305, 4.397, 15.962], [8.074, 5.007, 17.441], [7.107, 7.158, 17.338], [5.808, 6.025, 17.066], [5.944, 6.289, 14.838], [4.413, 7.696, 15.935], [5.061, 8.412, 14.345], [5.782, 9.334, 17.207], [4.839, 10.100, 15.915], [6.961, 9.892, 14.516], [6.016, 11.929, 15.795], [7.647, 11.842, 15.041], [6.884, 11.436, 18.031], [7.746, 12.752, 17.256], [9.488, 11.367, 18.229], [9.532, 11.435, 16.441], [8.503, 9.145, 16.616], [10.658, 8.987, 18.582], [11.083, 9.297, 16.869], [9.584, 6.806, 18.061], [11.216, 6.986, 17.378], [9.660, 7.722, 15.224], [9.898, 5.038, 16.130], [9.060, 5.527, 14.661], [6.998, 6.647, 10.146], [7.004, 6.837, 8.867], [5.945, 6.377, 8.088], [6.017, 6.279, 6.723], [7.150, 6.795, 6.097], [8.099, 7.467, 6.891], [8.086, 7.565, 8.271], [9.148, 8.613, 9.155], [5.173, 5.919, 8.696], [5.140, 5.819, 6.192], [7.250, 6.787, 5.046], [8.998, 7.811, 6.421], [3.824, 10.644, 12.905], [4.968, 11.125, 12.187], [5.644, 9.897, 11.686], [4.665, 11.955, 11.117], [5.955, 11.763, 12.999], [11.085, 6.302, 10.879], [10.559, 5.628, 11.965], [10.988, 4.255, 12.171], [9.749, 6.177, 12.755], [11.576, 5.827, 10.106], [10.669, 7.176, 10.623], [11.984, 4.002, 11.948], [10.661, 3.930, 13.073]], "mulliken_charge": [0.387, -0.970, -0.687, 0.109, -1.130, -0.625, 0.734, -1.110, -0.590, -0.580, 0.033, -0.757, -0.691, 0.222, -0.574, 0.378, 0.372, 0.315, 0.461, 0.229, 0.411, 0.238, 0.219, 0.397, -0.328, 0.285, 0.559, 0.292, 0.383, 0.367, 0.289, -0.091, 0.349, 0.346, 0.300, 0.328, 0.193, 0.365, -0.033, -0.743, 0.411, -0.587, -0.311, -0.486, -0.680, 0.368, -0.655, 0.349, 0.269, 0.346, 0.297, -0.428, 0.561, -0.366, -0.365, -0.381, -0.312, 0.549, -0.554, -0.402, 0.205, 0.035, 0.209, 0.281], "e_above_lowest_kj_mol": 44.5, "lumo_energy_ev": [4.39, 4.39], "homo_lumo_gap_ev": [2.52, 5.16], "multiplicity": 2, "total_charge": -2}


# 4
{"formula": "C16H32BNO2", "method": "ωB97M-V/def2-TZVPD", "species": ["C", "C", "C", "C", "C", "C", "C", "B", "O", "C", "H", "H", "H", "H", "H", "H", "H", "H", "H", "H", "H", "H", "C", "C", "N", "C", "C", "C", "C", "C", "O", "C", "H", "H", "H", "H", "H", "H", "H", "H", "H", "H", "H", "H", "H", "H", "H", "H", "H", "H", "H", "H"], "xyz": [[-2.344, 0.643, 8.416], [-2.206, 0.549, 6.784], [-3.428, -0.072, 5.872], [-3.363, -0.251, 4.234], [-1.968, 0.256, 3.500], [-0.735, 0.909, 4.421], [0.616, 1.350, 3.539], [1.303, -0.108, 3.076], [0.851, -0.419, 1.706], [-0.806, 1.086, 6.051], [-3.480, 0.529, 8.692], [-1.839, 1.621, 8.814], [-1.726, -0.278, 8.855], [-4.394, -0.416, 6.437], [-4.234, -0.728, 3.574], [-1.821, 0.132, 2.329], [0.258, 1.967, 2.611], [1.378, 1.981, 4.176], [0.843, -0.958, 3.784], [2.468, -0.138, 3.232], [0.113, -1.103, 1.792], [0.085, 1.566, 6.660], [2.263, -0.084, -1.713], [1.261, -1.001, -2.399], [0.029, -0.292, -3.008], [-0.892, 0.060, -1.806], [-0.800, -1.298, -3.849], [-0.210, -1.747, -5.163], [0.291, 1.075, -3.713], [1.172, 1.173, -4.972], [2.560, 0.984, -4.731], [3.102, -0.224, -5.242], [1.846, 0.372, -0.812], [3.137, -0.669, -1.406], [2.633, 0.715, -2.354], [0.878, -1.717, -1.659], [1.725, -1.607, -3.173], [-1.135, -0.863, -1.270], [-1.806, 0.519, -2.198], [-0.368, 0.762, -1.152], [-1.783, -0.834, -4.026], [-0.955, -2.172, -3.212], [-0.279, -0.980, -5.941], [-0.786, -2.590, -5.552], [0.834, -2.090, -5.086], [0.709, 1.734, -2.944], [-0.704, 1.459, -3.969], [1.087, 2.217, -5.295], [0.812, 0.612, -5.832], [2.633, -0.539, -6.178], [3.001, -1.009, -4.499], [4.174, -0.085, -5.402]], "mulliken_charge": [-0.914, 0.575, -0.474, -0.483, -0.080, 0.239, -0.552, 0.400, -0.652, -0.563, 0.284, 0.274, 0.224, 0.175, 0.225, 0.137, 0.135, 0.200, -0.239, -0.259, 0.203, 0.196, -1.196, -0.433, 0.159, -1.205, -0.382, -1.072, -0.621, -0.611, -0.384, -0.545, 0.240, 0.420, 0.291, 0.408, 0.433, 0.422, 0.399, 0.533, 0.374, 0.416, 0.280, 0.430, 0.241, 0.498, 0.419, 0.407, 0.279, 0.320, 0.155, 0.275], "lumo_energy_ev": -0.51, "homo_lumo_gap_ev": 5.43, "multiplicity": 1, "total_charge": 0}


E_tot / eV: -541855.5421; -153979.8520; -58717.1707; -23360.3623